# 1
{"formula": "C4H7NO", "method": "ωB97M-V/def2-TZVPD", "total_energy_ha": -286.5863, "e_above_lowest_kcal_mol": 28.43, "symbols": ["C", "C", "C", "N", "C", "O", "H", "H", "H", "H", "H", "H", "H"], "coordinates": [[1.624, 0.468, 0.104], [0.243, 0.085, -0.511], [-0.458, -0.990, 0.366], [-1.855, -0.546, 0.509], [-1.922, 0.560, -0.098], [-0.779, 1.091, -0.650], [2.013, 1.452, -0.193], [1.650, 0.375, 1.207], [2.361, -0.281, -0.255], [0.424, -0.297, -1.528], [-0.433, -1.971, -0.112], [-0.002, -1.059, 1.366], [-2.866, 1.110, -0.206]], "forces_ev_per_angstrom": [[-0.1, -0.1, -0.1], [0.7, -0.9, 0.4], [0.0, 0.1, 0.1], [0.2, 0.1, -0.5], [0.1, -0.1, 0.2], [-0.4, 0.4, 0.3], [-0.3, -0.2, 0.0], [-0.3, 0.3, -0.5], [-0.5, 0.4, 0.1], [-0.1, 0.2, 0.3], [0.0, 0.0, 0.2], [-0.1, -0.1, -0.3], [0.7, 0.1, -0.1]]}



# 2
{"formula": "C4H7NO", "method": "ωB97M-V/def2-TZVPD", "total_energy_ha": -286.5229, "e_above_lowest_kcal_mol": 68.23, "symbols": ["O", "C", "C", "N", "C", "C", "H", "H", "H", "H", "H", "H", "H"], "coordinates": [[-1.839, -0.814, 0.783], [-1.055, -0.082, -0.115], [-0.247, 1.181, 0.255], [0.832, 0.764, -0.702], [1.487, -0.347, -0.033], [0.214, -0.623, -0.735], [-1.259, -1.358, 1.329], [-1.724, 0.191, -0.936], [0.103, 1.218, 1.294], [-0.700, 2.138, -0.008], [1.599, -0.320, 1.049], [2.370, -0.685, -0.571], [0.221, -1.264, -1.613]], "forces_ev_per_angstrom": [[0.2, -0.1, 0.3], [0.1, 0.2, -0.3], [-0.1, 0.2, 0.2], [0.1, 0.2, 0.0], [0.2, -0.1, 0.2], [-0.1, -0.3, -0.2], [0.0, 0.1, 0.0], [0.0, -0.1, 0.1], [-0.1, 0.0, -0.2], [0.0, -0.2, 0.0], [-0.1, 0.0, -0.1], [-0.1, 0.0, 0.2], [0.0, 0.3, 0.0]]}



# 3
{"formula": "C4H7NO", "method": "ωB97M-V/def2-TZVPD", "total_energy_ha": -286.4847, "e_above_lowest_kcal_mol": 92.18, "symbols": ["C", "C", "C", "C", "H", "H", "H", "H", "H", "H", "H", "N", "O"], "coordinates": [[-0.579, 1.335, -0.202], [-0.504, -0.310, -0.202], [-1.596, -1.095, 0.060], [1.782, 0.118, 0.124], [-1.744, 1.356, -0.125], [-0.060, 1.792, -1.066], [0.069, 1.584, 0.853], [-2.535, -0.771, 0.207], [-1.303, -2.098, 0.398], [1.273, -1.864, -0.484], [1.418, 1.090, 0.829], [0.863, -0.798, -0.324], [2.915, -0.339, -0.068]], "forces_ev_per_angstrom": [[-0.6, -3.2, 2.6], [-0.5, 0.3, 0.2], [5.9, -0.6, -0.2], [2.7, -2.5, 0.6], [2.3, 1.2, -0.1], [-0.6, -0.2, 0.5], [-3.1, 0.1, -3.0], [-3.0, 1.3, 0.3], [-0.6, 0.1, -0.6], [-1.8, 4.0, 0.5], [1.7, -2.8, -2.3], [-2.4, -0.4, 0.4], [0.1, 2.7, 1.1]]}



# 4
{"formula": "C4H7NO2", "method": "ωB97M-V/def2-TZVPD", "total_energy_ha": -361.7544, "e_above_lowest_kcal_mol": 79.38, "symbols": ["C", "N", "C", "C", "C", "O", "O", "H", "H", "H", "H", "H", "H", "H"], "coordinates": [[-1.429, -0.782, 0.538], [0.399, -0.226, -1.158], [1.424, -0.140, -0.218], [-0.555, 0.201, -0.171], [-0.331, 1.536, 0.156], [1.842, -1.235, 0.417], [1.961, 0.981, 0.069], [2.150, -1.851, -0.269], [0.529, 0.428, -1.932], [-1.058, -1.805, 0.425], [-2.448, -0.771, 0.132], [-1.470, -0.577, 1.611], [-0.875, 1.946, 1.001], [-0.139, 2.295, -0.600]], "forces_ev_per_angstrom": [[0.2, -0.4, 0.1], [-0.3, -1.9, -0.7], [4.7, 5.3, 0.6], [-0.6, 3.9, 0.7], [-4.3, -1.6, -0.5], [0.1, -0.5, -0.5], [-0.6, -4.4, -1.0], [-0.5, -0.3, 0.3], [0.0, 0.1, 0.7], [0.1, 0.2, 0.0], [0.2, 0.1, 0.1], [-0.1, 0.1, -0.1], [0.0, -0.1, 0.2], [1.2, -0.4, 0.3]]}